1.
Density functional theory data (ωB97M-V/def2-TZVPD) for 6 unconnected molecules or ions with the total composition C21H31N5OPS.

Geometry as XYZ:
```
60
Properties=species:S:1:pos:R:3:forces:R:3:nbo_charge:R:1
C 3.497427 2.582395 2.335081 0.1 0.0 -0.1 -1.03
P 2.020416 2.924567 3.344879 0.6 0.0 0.5 1.22
O 1.693728 4.471233 3.096399 -0.4 -0.2 -0.4 -0.96
S 0.429448 2.005499 2.022804 -1.0 0.8 -0.1 -0.04
H 4.179337 2.020794 2.976254 0.0 0.0 0.0 0.28
H 3.327787 2.007179 1.428626 0.0 0.0 0.0 0.26
H 3.984800 3.522872 2.074622 0.0 0.0 0.0 0.28
H 1.668022 4.837679 2.196308 0.3 0.1 0.3 0.52
H 0.774617 1.795385 0.737066 0.2 -0.6 0.1 0.22
H 0.086558 0.809282 2.528004 0.4 -0.3 -0.3 0.24
N -1.742676 2.658826 -2.224663 0.0 0.0 0.0 -0.51
C -0.761320 3.239563 -1.468904 0.1 -0.1 0.1 -0.11
C 0.083980 3.912562 -2.312680 0.0 0.0 0.0 -0.29
C -0.409952 3.732304 -3.631929 0.0 0.0 0.0 -0.30
C -1.536199 2.959850 -3.543158 0.0 -0.1 0.0 -0.06
H -2.499594 2.103079 -1.867831 0.0 0.1 0.0 0.41
H -0.757324 3.138314 -0.397999 -0.1 0.1 0.0 0.17
H 0.953483 4.480696 -2.024419 0.0 0.0 0.0 0.22
H 0.009421 4.131389 -4.539539 0.0 0.0 0.0 0.24
H -2.207755 2.603459 -4.306616 0.0 0.0 0.0 0.22
N -4.418291 0.411015 -3.792070 0.0 0.0 0.1 -0.52
C -5.223915 1.469788 -3.453671 0.1 0.0 0.0 -0.10
C -6.515917 1.115661 -3.728669 0.0 0.0 0.0 -0.28
C -6.491317 -0.206338 -4.252181 0.0 0.0 0.0 -0.30
C -5.185969 -0.613646 -4.278636 0.0 0.0 0.0 -0.07
H -3.419441 0.383558 -3.703091 0.0 0.0 -0.1 0.40
H -4.814488 2.380996 -3.048895 0.0 0.0 -0.1 0.20
H -7.384035 1.734332 -3.575545 0.0 0.0 0.0 0.23
H -7.337762 -0.788419 -4.575180 0.0 0.0 0.0 0.23
H -4.740697 -1.538316 -4.603151 0.0 0.0 0.0 0.22
N -2.522075 -0.804864 2.780083 0.2 0.2 0.0 -0.53
C -2.913979 -0.740152 1.465945 0.1 0.1 0.0 -0.10
C -2.603512 -1.937134 0.880778 0.1 0.0 0.0 -0.28
C -2.006300 -2.758749 1.876591 0.0 0.0 0.0 -0.30
C -1.973674 -2.035580 3.038668 0.1 0.0 0.0 -0.09
H -2.645920 -0.076367 3.459751 -0.2 -0.1 0.0 0.41
H -3.385716 0.141481 1.065468 -0.1 0.0 0.0 0.21
H -2.792228 -2.204056 -0.145540 0.0 0.0 0.0 0.23
H -1.651286 -3.767490 1.742877 0.0 0.0 0.0 0.24
H -1.618322 -2.284893 4.024842 0.0 0.0 0.0 0.21
N -0.161418 -5.579050 3.385980 0.0 0.0 0.0 -0.51
C -0.757193 -6.797271 3.194465 0.0 0.0 0.0 -0.08
C 0.229440 -7.706045 2.925479 0.0 0.0 0.0 -0.29
C 1.469661 -7.010379 2.958155 0.0 0.0 0.0 -0.30
C 1.195751 -5.701064 3.245589 0.0 0.0 0.0 -0.09
H -0.644914 -4.728338 3.602676 0.0 0.0 0.0 0.40
H -1.825001 -6.913496 3.266737 0.0 0.0 0.0 0.21
H 0.081647 -8.754540 2.729136 0.0 0.0 0.0 0.23
H 2.448759 -7.427218 2.791837 0.0 0.0 0.0 0.23
H 1.847714 -4.852435 3.363445 0.0 0.0 0.0 0.20
N 5.426918 1.030436 -0.991540 0.0 0.0 0.1 -0.52
C 6.738910 0.684879 -0.805908 0.0 0.0 0.0 -0.07
C 7.473151 1.837203 -0.743046 0.0 0.0 0.0 -0.30
C 6.571821 2.924986 -0.903136 0.0 0.0 0.1 -0.29
C 5.317944 2.396950 -1.052641 -0.1 0.0 0.0 -0.11
H 4.671754 0.377500 -1.088460 0.0 0.0 -0.1 0.41
H 7.038828 -0.346895 -0.740626 0.0 0.0 0.0 0.22
H 8.539976 1.896664 -0.609615 0.0 0.0 0.0 0.23
H 6.820539 3.973076 -0.917342 0.0 0.0 0.0 0.23
H 4.366351 2.877285 -1.211863 0.0 0.0 -0.1 0.20
```
Forces are in eV/Å.

Calculated values
Gap between HOMO and LUMO   5.61 eV
HOMO level   -0.3664 Ha
Net charge   +1
Lowest unoccupied orbital energy   -4.36 eV

=====

2.
Density functional theory data (ωB97M-V/def2-TZVPD) for 2 unconnected molecules or ions with the total composition C5H11FN.

Geometry as XYZ:
```
18
Properties=species:S:1:pos:R:3:forces:R:3:nbo_charge:R:1
C -0.607384 -2.715358 -2.008716 -0.8 1.7 -1.0 -0.46
C -1.009560 -1.567456 -1.540112 -0.6 1.2 2.0 0.20
C -0.090926 2.824130 0.151968 0.2 1.0 1.2 -0.67
C 0.002413 1.458180 0.765048 -2.5 -0.8 0.9 -0.11
C 1.043896 0.677976 0.922037 -1.0 -1.1 0.6 -0.11
N 0.911916 -0.758085 1.500050 1.4 1.9 -0.8 -0.74
F -1.333182 -1.509097 -0.188874 0.3 0.0 0.8 -0.41
H -0.565053 -3.628042 -1.500822 0.1 -1.0 0.8 0.24
H -0.625014 -2.656472 -3.054356 0.8 -0.6 -1.6 0.24
H -1.201055 -0.513231 -1.839110 0.4 -1.4 -0.9 0.21
H -1.116663 3.007978 -0.302065 1.3 -0.1 0.9 0.26
H 0.144553 3.531971 1.072078 -0.8 -0.9 -2.1 0.26
H 0.667213 2.973853 -0.637312 -0.3 0.0 0.5 0.24
H -0.976146 1.045107 1.242694 1.6 0.7 -1.1 0.23
H 2.058237 0.855501 0.744833 1.2 0.6 -0.6 0.21
H 1.883256 -1.091441 1.136307 -2.3 -0.4 1.9 0.47
H 0.148819 -1.233742 1.012970 -0.1 -0.3 -0.3 0.47
H 0.664681 -0.701770 2.523383 1.1 -0.6 -1.1 0.46
```
Forces are in eV/Å.

Calculated values
Gap between HOMO and LUMO   10.42 eV
HOMO level   -0.5102 Ha
Net charge   +1
Lowest unoccupied orbital energy   -3.46 eV

=====

3.
Density functional theory data (ωB97M-V/def2-TZVPD) for a molecular structure, C42H29N11O2Pt.

Geometry as XYZ:
```
85
Properties=species:S:1:pos:R:3:forces:R:3:lowdin_charge:R:1
Pt 0.966842 0.411486 0.108242 0.0 0.0 0.0 1.27
C -0.628718 6.599916 1.596678 0.0 0.0 0.0 -0.02
C -0.161344 6.263639 2.856139 0.0 0.0 0.0 -0.02
C 0.348738 4.985139 3.127733 0.0 0.0 0.0 0.04
C 0.360376 4.088460 2.088302 0.0 0.0 0.0 -0.10
C 0.808528 2.696216 2.008703 0.0 0.0 0.0 -0.21
N 1.328644 2.042783 3.024394 0.0 0.0 0.0 0.24
C 1.647570 0.765832 2.983202 0.0 0.0 0.0 -0.22
C 2.152514 0.023249 4.139851 0.0 0.0 0.0 -0.10
C 2.415128 0.411904 5.429976 0.0 0.0 0.0 0.04
C 2.898020 -0.574590 6.303243 0.0 0.0 0.0 -0.02
C 3.095353 -1.877399 5.878543 0.0 0.0 0.0 -0.02
C 2.819256 -2.264373 4.558053 0.0 0.0 0.0 0.04
C 2.351278 -1.290166 3.711941 0.0 0.0 0.0 -0.10
C 1.967807 -1.326815 2.297520 0.0 0.0 0.0 -0.19
N 2.001045 -2.427861 1.565553 0.0 0.0 0.0 0.24
C 1.670207 -2.473820 0.292866 0.0 0.0 0.0 -0.19
N 1.288798 -1.436064 -0.509634 0.0 0.0 0.1 -0.03
C 1.013841 -1.903444 -1.755430 0.0 0.0 0.0 -0.21
N 0.602397 -1.217272 -2.804441 0.0 0.0 0.0 0.23
C 0.309504 0.071071 -2.771506 -0.1 0.0 0.0 -0.21
N 0.341061 0.903406 -1.698996 0.0 0.0 0.0 -0.02
C -0.111625 2.139751 -2.065552 0.0 0.0 0.0 -0.21
N -0.256455 3.202179 -1.302226 0.0 0.0 0.0 0.24
C 0.064057 3.237478 -0.018853 0.0 0.0 0.0 -0.20
N 0.601913 2.245227 0.734656 0.0 0.0 0.0 -0.03
C -0.111512 4.427177 0.819262 0.0 0.0 0.0 -0.10
C -0.611229 5.675459 0.541426 0.0 0.0 0.0 0.04
C -0.447221 2.110098 -3.492231 0.0 0.0 0.0 -0.11
C -0.965870 3.067213 -4.329409 0.0 0.0 0.0 0.04
C -1.206340 2.685210 -5.657397 0.0 0.0 0.0 -0.01
C -0.928515 1.402383 -6.099719 0.0 0.0 0.0 -0.01
C -0.398881 0.432200 -5.236398 0.0 0.0 0.0 0.04
C -0.172408 0.816989 -3.937793 0.0 0.0 0.0 -0.11
C 1.238331 -3.350873 -1.782808 0.0 0.0 0.0 -0.10
C 1.090593 -4.277013 -2.787565 0.0 0.0 0.0 0.04
C 1.382122 -5.609623 -2.458207 0.0 0.0 0.0 -0.01
C 1.798792 -5.965853 -1.186492 0.0 0.0 0.0 -0.02
C 1.942629 -5.009540 -0.170142 0.0 0.0 0.0 0.04
C 1.652603 -3.708209 -0.498608 0.0 0.0 0.0 -0.10
N 1.577287 -0.083884 1.916685 0.0 0.0 0.0 -0.04
H -1.013002 7.595524 1.422493 0.0 0.0 0.0 0.12
H -0.188686 7.001694 3.645927 0.0 0.0 0.0 0.12
H 0.716155 4.719380 4.109201 0.0 0.0 0.0 0.13
H 2.257145 1.429981 5.757923 0.0 0.0 0.0 0.13
H 3.121525 -0.311859 7.328054 0.0 0.0 0.0 0.12
H 3.470253 -2.611751 6.578164 0.0 0.0 0.0 0.12
H 2.970929 -3.281452 4.223963 0.0 0.0 0.0 0.13
H -0.970767 5.935948 -0.444499 0.0 0.0 0.0 0.13
H -1.183588 4.067412 -3.980541 0.0 0.0 0.0 0.13
H -1.617657 3.405825 -6.350823 0.0 0.0 0.0 0.12
H -1.127535 1.144133 -7.130715 0.0 0.0 0.0 0.12
H -0.177075 -0.570967 -5.576664 0.0 0.0 0.0 0.12
H 0.762875 -3.999274 -3.782045 0.0 0.0 0.0 0.11
H 1.280405 -6.375362 -3.215009 0.0 0.0 0.0 0.12
H 2.017767 -7.002874 -0.972163 0.0 0.0 0.0 0.12
H 2.266738 -5.284768 0.823962 0.0 0.0 0.0 0.13
C -4.025147 -0.757446 4.642355 0.0 0.0 0.0 -0.08
C -3.381239 -1.043501 3.283243 0.0 0.0 0.0 -0.21
C -2.246810 -0.161460 3.011445 0.0 0.0 0.0 -0.20
N -1.360536 0.538828 2.801080 0.0 0.0 0.0 0.18
H -4.863283 -1.433831 4.795303 0.0 0.0 0.0 0.08
H -4.395465 0.264864 4.691753 0.0 0.0 0.0 0.08
H -3.311874 -0.905967 5.451158 0.0 0.0 0.0 0.08
H -4.099393 -0.912380 2.471512 0.0 0.0 0.0 0.12
H -3.020089 -2.071183 3.224003 0.0 0.0 0.0 0.12
O -0.809382 -3.666138 -5.647849 0.0 0.0 0.0 -0.05
C -2.057376 -3.000406 -5.646156 0.0 0.0 0.0 -0.23
N -2.123785 -2.370021 -4.346407 0.0 0.0 0.0 0.09
C -3.054448 -1.411022 -4.108408 0.0 0.1 0.0 -0.46
O -3.895376 -1.094851 -4.926961 0.0 0.0 0.0 0.10
C -2.971043 -0.746263 -2.765912 0.0 0.1 0.0 -0.12
C -3.469722 0.543558 -2.624878 0.1 0.0 0.1 0.01
C -3.344229 1.171875 -1.394471 0.0 0.0 -0.1 -0.04
C -2.728256 0.484648 -0.357274 0.0 0.0 -0.1 -0.17
N -2.278786 -0.765634 -0.469190 -0.1 0.0 0.2 0.07
C -2.424163 -1.364243 -1.646276 0.1 0.0 -0.1 -0.11
H -0.708680 -4.140466 -6.479464 0.0 0.0 0.0 0.10
H -2.894574 -3.691147 -5.767631 0.0 0.0 0.0 0.14
H -2.115772 -2.246198 -6.438636 0.0 0.0 0.0 0.13
H -1.264606 -2.379163 -3.817103 0.0 0.0 0.0 0.09
H -3.942371 1.022679 -3.473564 0.0 0.0 0.0 0.13
H -3.719704 2.174137 -1.234957 0.0 0.0 0.0 0.11
H -2.585012 0.953249 0.609936 0.0 0.0 0.0 0.08
H -2.098290 -2.399745 -1.698912 0.0 0.0 0.0 0.12
```
Forces are in eV/Å.

Calculated values
Gap between HOMO and LUMO   5.34 eV
HOMO level   -0.5147 Ha
Net charge   +2
Lowest unoccupied orbital energy   -8.66 eV